The following is a DFT calculation (ωB97M-V/def2-TZVPD) of C12H23N3 as an isolated structure in a non-equilibrium geometry.

```
38
Properties=species:S:1:pos:R:3
C -1.22 -1.84 0.29
C 3.66 -0.05 0.58
C 2.70 1.18 0.42
C 2.98 -1.42 0.58
C 1.85 1.10 -0.81
C 2.13 -1.41 -0.72
C -2.43 -0.96 -1.59
C -1.06 0.73 1.59
C -2.10 1.78 -0.48
C -3.39 0.17 1.25
C -1.58 -0.63 -0.37
C -2.08 0.56 0.44
N -0.84 -2.81 0.80
N 1.27 -0.25 -0.79
N 0.05 -0.19 -1.32
H 4.27 -0.21 -0.21
H 4.30 0.25 1.53
H 2.20 1.08 1.37
H 3.40 2.12 0.32
H 3.58 -2.33 0.60
H 2.41 -1.48 1.44
H 1.14 1.89 -0.59
H 2.43 1.23 -1.71
H 2.74 -1.28 -1.64
H 1.47 -2.40 -0.73
H -2.55 -2.02 -1.73
H -3.42 -0.36 -1.51
H -1.88 -0.64 -2.60
H -0.31 -0.04 1.55
H -1.49 0.70 2.58
H -0.56 1.75 1.44
H -1.99 2.77 0.14
H -1.32 1.70 -1.35
H -3.18 1.77 -1.01
H -4.18 0.17 0.54
H -3.49 1.07 1.83
H -3.30 -0.81 1.89
H -0.20 -0.87 -2.02
```

## Properties
Energy relative to the best compared isomer or geometry (same formula, charge and spin)   456.2 kJ/mol
Lowest unoccupied orbital energy   0.78 eV
Kohn-Sham gap   8.507 eV